{"formula": "C6H13FI2NO4PS", "method": "ωB97M-V with the def2-TZVPD basis set", "largest_force_ev_per_a": 1.1, "de_lowest_ev": 0.0000, "e_tot_ev": -55155.1976, "elements": ["C", "C", "I", "C", "I", "N", "P", "O", "S", "O", "O", "F", "H", "H", "H", "H", "H", "H", "H", "C", "C", "O", "C", "H", "H", "H", "H", "H", "H"], "xyz": [[0.04902, 0.45645, -0.66669], [-0.18339, -0.75765, -1.56730], [-2.18235, -0.61894, -2.33209], [0.95822, -0.83278, -2.61236], [0.48136, -0.41310, -4.65321], [1.82185, -2.04056, -2.53801], [3.06326, -1.93221, -1.33247], [4.26482, -2.73290, -1.57577], [1.07815, -3.52240, -2.70813], [-0.25368, -3.31822, -3.13179], [1.95962, -4.42532, -3.32593], [0.99448, -3.97227, -1.19653], [0.98711, 0.32619, -0.11636], [0.10194, 1.36942, -1.26253], [-0.74854, 0.56525, 0.06394], [-0.20317, -1.65567, -0.95627], [1.62901, -0.01052, -2.38224], [3.22855, -0.54141, -1.34539], [2.42163, -2.22740, -0.12251], [-2.27443, 1.75010, 4.26858], [-1.74120, 2.22101, 2.93841], [-1.34983, 1.44245, 2.10028], [-1.72180, 3.71140, 2.70424], [-2.23794, 0.66482, 4.31556], [-1.67853, 2.17045, 5.08036], [-3.30476, 2.08532, 4.39751], [-1.10630, 4.20079, 3.46082], [-2.73300, 4.11436, 2.77923], [-1.32012, 3.92332, 1.71662]], "atomic_forces_ev_per_a": [[-0.089, -0.232, -0.007], [-0.108, 0.467, 0.013], [-0.100, -0.124, 0.179], [-0.023, -0.255, -0.134], [0.184, 0.065, -0.185], [-0.595, 0.004, 0.893], [0.625, -0.314, -0.397], [-0.115, -0.022, 0.035], [0.123, 0.322, -0.314], [-0.041, 0.024, 0.042], [0.207, -0.183, -0.001], [-0.013, 0.043, -0.028], [0.035, 0.094, -0.021], [0.024, 0.000, 0.026], [0.079, 0.025, -0.016], [0.028, -0.135, -0.136], [0.013, -0.007, -0.080], [-0.075, 0.044, 0.046], [-0.143, 0.172, 0.036], [0.035, -0.119, -0.062], [-0.037, 0.038, 0.044], [0.013, -0.004, 0.030], [0.052, -0.049, -0.116], [0.000, -0.001, -0.001], [-0.044, 0.052, 0.014], [0.016, 0.055, 0.039], [-0.054, 0.019, 0.041], [0.006, 0.022, 0.065], [-0.001, -0.001, -0.001]], "lowdin_charge": [-0.185, -0.823, 0.839, -0.873, 0.865, -0.387, 0.676, -0.364, 0.525, -0.287, -0.202, -0.165, 0.077, 0.085, 0.034, 0.057, 0.026, 0.035, 0.033, -0.021, -0.493, 0.060, -0.020, 0.082, 0.086, 0.086, 0.086, 0.086, 0.081]}

=====

{"formula": "C6H13FN3S", "method": "ωB97M-V with the def2-TZVPD basis set", "largest_force_ev_per_a": 4.2, "de_lowest_ev": 3.2226, "e_tot_ev": -24445.3953, "total_charge": 1, "elements": ["C", "C", "C", "C", "C", "C", "N", "N", "N", "F", "S", "H", "H", "H", "H", "H", "H", "H", "H", "H", "H", "H", "H", "H"], "xyz": [[-0.12535, -0.40083, -0.56102], [0.70971, 0.44143, 1.43734], [1.07876, 1.69086, 0.70246], [-1.51084, 2.97383, -1.94034], [0.80998, -2.09505, 0.78723], [-0.38061, -2.84406, 1.29759], [0.43229, -0.68212, 0.54521], [0.08549, 1.92281, -0.26187], [-0.23065, -1.14559, -1.58305], [-1.34038, -2.66748, 0.20641], [0.29824, 2.79539, -1.60124], [1.42540, 0.04946, 2.21094], [-0.15426, 0.64697, 2.16676], [1.01652, 2.63593, 1.34639], [2.09358, 1.66892, 0.34401], [-1.88352, 2.30879, -2.66652], [-1.74365, 3.97446, -2.36647], [-2.01050, 2.76802, -0.94049], [1.10952, -2.67788, -0.11272], [1.76370, -2.06094, 1.49377], [-0.83825, -2.52672, 2.21520], [-0.22667, -3.89454, 1.25260], [0.13407, -2.07804, -1.50421], [-0.51259, -0.80363, -2.46799]], "atomic_forces_ev_per_a": [[0.061, 3.760, -0.502], [-0.755, -0.946, 4.030], [0.843, 1.416, 0.931], [0.025, 1.337, 1.482], [2.446, 0.325, 2.075], [-1.129, 0.040, -1.821], [0.581, -0.943, 0.426], [-1.512, -1.110, -1.272], [0.099, -1.041, -0.907], [0.462, -0.147, 1.512], [-1.107, -0.244, 0.155], [0.102, 0.750, -1.103], [0.593, -0.278, -1.519], [0.121, -1.425, -0.227], [0.602, -0.180, -0.405], [-0.036, -1.255, -0.842], [0.354, -0.419, 0.708], [0.620, 0.551, -1.367], [0.173, 1.033, 0.321], [-2.150, -0.403, -1.277], [-0.171, 0.310, 0.308], [0.402, -0.899, 0.560], [-0.275, -0.491, -0.590], [-0.351, 0.260, -0.676]], "lowdin_charge": [-0.126, -0.135, -0.307, -0.312, -0.102, -0.091, -0.083, -0.402, 0.197, -0.091, 0.953, 0.141, 0.157, 0.170, 0.114, 0.009, 0.055, 0.071, 0.129, 0.181, 0.124, 0.117, 0.108, 0.125]}

=====

{"formula": "C6H13I2NOSSi", "method": "ωB97M-V with the def2-TZVPD basis set", "largest_force_ev_per_a": 0.8, "de_lowest_ev": 0.1462, "e_tot_ev": -44884.8191, "elements": ["C", "C", "I", "C", "I", "Si", "S", "C", "C", "O", "C", "N", "H", "H", "H", "H", "H", "H", "H", "H", "H", "H", "H", "H", "H"], "xyz": [[3.82445, -0.56593, 0.43246], [3.18933, 0.39376, -0.54480], [4.66484, 1.54076, -1.53052], [1.86897, 0.50304, -0.75405], [1.11404, 1.85389, -2.19679], [0.57846, -0.51651, 0.15673], [-0.18541, -2.02738, -1.15568], [-0.76231, 0.54914, 0.91656], [-1.85847, 1.10773, 0.03458], [-2.68602, 2.01174, 0.79717], [-2.78269, 0.05224, -0.54862], [-3.01413, -1.07535, 0.37526], [3.59518, -0.23601, 1.43683], [3.42804, -1.56264, 0.30038], [4.89139, -0.61419, 0.28583], [1.27609, -1.19099, 1.26516], [0.93277, -2.63299, -1.56219], [-0.21628, 1.39535, 1.33588], [-1.17826, -0.00915, 1.74615], [-1.43277, 1.68185, -0.78198], [-2.29630, 2.12948, 1.65864], [-2.33328, -0.32537, -1.46096], [-3.72132, 0.53067, -0.79824], [-2.93950, -1.93851, -0.14102], [-3.95679, -1.05463, 0.73321]], "atomic_forces_ev_per_a": [[-0.284, 0.120, -0.204], [-0.290, 0.072, -0.230], [-0.223, 0.020, -0.013], [0.632, 0.249, -0.212], [0.043, -0.251, 0.207], [0.354, -0.067, 0.059], [-0.617, -0.037, -0.144], [0.352, 0.023, -0.525], [-0.661, 0.222, 0.472], [-0.074, -0.142, -0.346], [0.120, -0.481, 0.362], [-0.034, 0.100, -0.287], [0.136, -0.018, 0.354], [-0.157, -0.289, 0.021], [0.239, 0.027, 0.106], [0.025, 0.023, 0.075], [0.316, 0.181, 0.153], [0.240, 0.153, 0.070], [-0.236, -0.219, 0.106], [0.065, 0.102, -0.122], [0.149, 0.100, 0.371], [0.022, -0.063, -0.234], [-0.121, 0.267, -0.236], [0.074, -0.201, 0.034], [-0.069, 0.110, 0.162]], "lowdin_charge": [-0.205, -0.896, 0.827, -0.888, 0.848, 0.275, 0.482, -0.276, -0.457, -0.041, -0.244, 0.013, 0.079, 0.063, 0.031, -0.006, -0.194, 0.089, 0.076, 0.054, 0.069, 0.075, 0.114, 0.039, 0.068]}